# 1
{"formula": "C25H72BrClO13Sb", "method": "wB97M-V/def2-TZVPD", "charge": -1, "multiplicity": 1, "gap_ev": 5.85, "max_force_ev_per_a": 1.50, "elements": ["Cl", "Sb", "C", "C", "C", "Br", "C", "C", "C", "C", "C", "C", "C", "C", "C", "H", "H", "H", "H", "H", "H", "H", "H", "H", "H", "H", "H", "H", "H", "H", "H", "H", "H", "H", "H", "C", "O", "H", "H", "H", "H", "C", "O", "H", "H", "H", "H", "C", "O", "H", "H", "H", "H", "C", "O", "H", "H", "H", "H", "C", "O", "H", "H", "H", "H", "C", "O", "H", "H", "H", "H", "C", "O", "H", "H", "H", "H", "C", "O", "H", "H", "H", "H", "C", "O", "H", "H", "H", "H", "C", "O", "H", "H", "H", "H", "C", "O", "H", "H", "H", "H", "C", "O", "H", "H", "H", "H", "C", "O", "H", "H", "H", "H"], "xyz": [[-2.810, 1.652, 1.500], [-0.848, 1.060, -0.016], [-1.513, 2.662, -1.364], [-0.707, 2.856, -2.638], [-1.310, 3.901, -3.578], [-1.253, 5.688, -2.828], [0.881, 0.404, -1.219], [2.218, 1.065, -0.797], [2.824, 1.998, -1.869], [3.187, 3.380, -1.373], [4.333, 4.030, -1.838], [4.695, 5.284, -1.363], [3.931, 5.945, -0.406], [2.775, 5.319, 0.049], [2.419, 4.060, -0.428], [0.114, 2.192, 0.966], [-0.468, -0.169, 1.102], [-1.948, -0.066, -0.826], [-2.555, 2.452, -1.623], [-1.542, 3.608, -0.819], [0.291, 3.216, -2.390], [-0.704, 1.926, -3.211], [-2.315, 3.629, -3.885], [-0.719, 3.905, -4.492], [0.744, 0.429, -2.298], [1.003, -0.647, -0.967], [2.088, 1.544, 0.171], [2.947, 0.269, -0.638], [2.213, 2.060, -2.768], [3.775, 1.565, -2.184], [4.959, 3.549, -2.579], [5.585, 5.782, -1.724], [4.186, 6.913, -0.004], [2.130, 5.751, 0.801], [1.518, 3.588, -0.056], [4.213, 9.078, 2.693], [3.975, 8.580, 1.381], [4.278, 8.221, 3.359], [5.152, 9.636, 2.734], [3.392, 9.725, 3.018], [3.915, 9.330, 0.784], [0.483, -1.806, 4.113], [0.245, -0.934, 3.016], [0.533, -2.822, 3.724], [1.433, -1.572, 4.606], [-0.329, -1.747, 4.845], [0.203, -0.038, 3.365], [-0.778, -5.409, 1.490], [-1.010, -4.473, 0.443], [-0.752, -6.404, 1.050], [0.182, -5.203, 1.972], [-1.572, -5.372, 2.240], [-1.029, -3.591, 0.834], [3.297, 4.769, 3.963], [4.373, 5.296, 3.195], [3.471, 5.033, 5.004], [2.343, 5.195, 3.642], [3.251, 3.681, 3.875], [4.208, 5.056, 2.276], [3.338, -5.015, 0.068], [2.409, -4.254, 0.827], [4.320, -4.876, 0.516], [3.076, -6.077, 0.095], [3.367, -4.670, -0.969], [1.540, -4.374, 0.426], [1.884, -2.200, -4.119], [1.423, -2.440, -2.802], [1.659, -1.169, -4.384], [2.967, -2.354, -4.189], [1.376, -2.868, -4.818], [1.630, -3.358, -2.600], [2.201, -6.076, -4.806], [1.298, -5.252, -4.087], [3.188, -5.959, -4.364], [1.907, -7.128, -4.742], [2.246, -5.779, -5.858], [0.426, -5.358, -4.484], [-5.543, 1.359, 4.008], [-4.695, 0.243, 4.239], [-6.135, 1.539, 4.904], [-4.944, 2.245, 3.790], [-6.215, 1.153, 3.169], [-4.180, 0.115, 3.431], [-6.068, 1.407, -0.677], [-6.296, 2.334, -1.745], [-6.038, 0.406, -1.099], [-5.118, 1.617, -0.182], [-6.881, 1.466, 0.053], [-6.315, 3.214, -1.359], [5.680, -5.080, 3.651], [4.387, -5.113, 4.240], [6.275, -5.876, 4.092], [5.614, -5.243, 2.572], [6.166, -4.121, 3.847], [3.865, -4.409, 3.843], [-2.358, -6.205, -4.891], [-1.277, -5.646, -5.639], [-2.173, -6.004, -3.840], [-3.305, -5.745, -5.180], [-2.416, -7.286, -5.044], [-1.439, -5.818, -6.569], [-8.057, -0.631, 5.190], [-9.000, 0.156, 5.921], [-7.082, -0.514, 5.653], [-8.339, -1.688, 5.215], [-8.002, -0.288, 4.156], [-9.857, 0.046, 5.501], [-3.955, -2.038, -2.465], [-4.450, -2.318, -1.160], [-4.196, -1.008, -2.712], [-2.870, -2.162, -2.495], [-4.419, -2.700, -3.206], [-4.224, -3.227, -0.951]], "forces_ev_per_a": [[-0.59, 0.19, 0.47], [0.83, -0.64, -1.07], [-0.42, 0.48, 0.02], [-0.70, 0.53, 0.36], [0.47, -0.86, -0.39], [-0.15, 0.04, -0.13], [0.55, 0.05, 0.57], [-0.38, -0.45, -0.74], [0.67, 0.25, 0.65], [0.05, 0.44, 0.01], [-0.03, 0.11, 0.07], [0.03, 0.33, 0.12], [-0.45, -0.33, 0.05], [-0.02, -0.50, -0.06], [-0.09, -0.11, -0.12], [-0.09, 0.17, -0.10], [-0.21, 0.00, 0.12], [-0.04, 0.15, -0.12], [-0.05, -0.24, 0.05], [0.13, -0.05, 0.24], [0.27, -0.41, -0.13], [0.39, -0.08, -0.03], [-0.31, 0.32, 0.35], [0.11, 0.41, -0.03], [-0.08, 0.15, -0.06], [-0.45, -0.17, -0.03], [0.14, 0.28, -0.01], [0.07, -0.04, 0.11], [-0.26, 0.03, 0.05], [-0.03, -0.12, -0.24], [0.02, -0.08, -0.02], [0.11, -0.14, -0.13], [0.21, -0.04, -0.11], [0.07, 0.33, 0.00], [-0.04, 0.02, 0.09], [-0.03, 0.04, -0.16], [0.02, 0.12, 0.14], [0.00, -0.05, -0.05], [0.00, 0.00, 0.10], [0.03, 0.00, 0.08], [-0.04, -0.02, -0.03], [-0.04, 0.31, -0.11], [0.26, -0.46, 0.58], [0.01, 0.00, -0.03], [-0.01, -0.10, 0.07], [0.04, -0.09, 0.06], [-0.16, 0.10, -0.26], [0.02, 0.32, 0.06], [0.12, -0.09, 0.01], [0.00, 0.01, -0.05], [-0.03, -0.18, 0.13], [0.02, -0.07, 0.02], [-0.04, 0.07, -0.13], [0.09, 0.02, -0.25], [-0.05, -0.03, 0.12], [0.03, 0.02, 0.00], [-0.05, -0.06, 0.07], [-0.08, 0.00, 0.07], [0.06, 0.10, -0.09], [-0.37, 0.10, 0.06], [0.07, -0.13, 0.01], [0.01, 0.00, -0.01], [0.15, -0.04, -0.08], [0.10, -0.07, -0.03], [-0.05, 0.19, 0.01], [-0.07, -0.14, 0.08], [0.13, 0.06, 0.04], [-0.01, 0.04, 0.14], [0.00, 0.04, -0.13], [0.11, 0.07, -0.16], [-0.17, -0.08, -0.09], [-0.29, 0.10, 0.02], [0.19, -0.17, 0.16], [0.00, 0.02, 0.01], [0.09, -0.03, -0.05], [0.09, -0.06, -0.02], [-0.12, 0.09, -0.11], [0.35, -0.07, -0.17], [-0.18, -0.13, 0.06], [0.02, -0.06, 0.03], [-0.13, 0.07, -0.09], [-0.07, 0.20, 0.00], [0.14, 0.14, 0.04], [0.06, 0.34, 0.00], [-0.13, -0.15, -0.06], [0.00, 0.01, -0.05], [0.01, -0.15, 0.08], [0.03, -0.12, 0.04], [0.10, 0.02, -0.02], [-0.33, 0.21, -0.02], [0.12, -0.08, 0.05], [-0.05, -0.02, 0.05], [0.15, 0.00, -0.01], [0.13, -0.05, -0.08], [-0.06, -0.05, -0.03], [0.03, 0.01, -0.19], [0.02, -0.08, 0.21], [0.04, 0.04, -0.01], [-0.03, -0.02, 0.07], [-0.04, -0.01, 0.07], [0.08, 0.06, -0.03], [-0.34, 0.03, -0.01], [0.12, -0.04, 0.08], [0.00, 0.04, 0.01], [0.09, -0.03, -0.05], [0.14, -0.11, -0.03], [-0.02, 0.04, 0.00], [0.11, -0.28, 0.17], [-0.21, 0.07, -0.16], [-0.02, 0.03, 0.11], [0.01, 0.10, -0.11], [0.02, 0.06, -0.07], [0.09, 0.03, 0.08]], "mulliken_charge": [-0.64, 0.79, -1.19, 0.26, -0.98, -0.23, -0.84, -0.69, -0.84, 0.41, -0.41, -0.69, -0.09, -1.57, 0.34, -0.15, -0.14, -0.14, 0.39, 0.41, -0.25, 0.22, 0.48, 0.48, 0.06, 0.29, 0.57, 0.26, 0.45, 0.43, 0.37, 0.37, 0.48, 0.60, 0.26, -0.52, -0.47, 0.18, 0.26, 0.26, 0.25, -0.56, -0.34, 0.08, 0.26, 0.29, 0.24, -0.63, -0.44, 0.26, 0.22, 0.28, 0.28, -0.57, -0.51, 0.25, 0.24, 0.29, 0.28, -0.49, -0.35, 0.11, 0.30, 0.18, 0.24, -0.64, -0.26, 0.21, 0.31, 0.23, 0.16, -0.68, -0.28, 0.25, 0.26, 0.27, 0.19, -0.60, -0.48, 0.34, 0.30, 0.17, 0.27, -0.17, -0.55, 0.10, 0.05, 0.27, 0.29, -0.42, -0.49, 0.25, 0.13, 0.24, 0.30, -0.48, -0.51, 0.19, 0.27, 0.27, 0.27, -0.39, -0.52, 0.14, 0.32, 0.16, 0.28, -0.45, -0.47, 0.18, 0.16, 0.33, 0.26]}

---

# 2
{"formula": "C25H72N2O27S8", "method": "wB97M-V/def2-TZVPD", "charge": 0, "multiplicity": 1, "gap_ev": 7.07, "max_force_ev_per_a": 8.14, "de_lowest_ev": 0.0000, "elements": ["N", "H", "H", "H", "H", "N", "H", "H", "H", "H", "C", "O", "O", "O", "O", "S", "O", "O", "C", "C", "C", "H", "H", "H", "H", "H", "H", "H", "H", "O", "S", "O", "O", "C", "C", "C", "H", "H", "H", "H", "H", "H", "H", "H", "O", "S", "O", "O", "C", "C", "C", "H", "H", "H", "H", "H", "H", "H", "H", "O", "S", "O", "O", "C", "C", "C", "H", "H", "H", "H", "H", "H", "H", "H", "O", "S", "O", "O", "C", "C", "C", "H", "H", "H", "H", "H", "H", "H", "H", "O", "S", "O", "O", "C", "C", "C", "H", "H", "H", "H", "H", "H", "H", "H", "O", "S", "O", "O", "C", "C", "C", "H", "H", "H", "H", "H", "H", "H", "H", "O", "S", "O", "O", "C", "C", "C", "H", "H", "H", "H", "H", "H", "H", "H"], "xyz": [[1.263, 1.495, 2.513], [1.068, 2.355, 2.021], [0.774, 1.484, 3.396], [2.262, 1.434, 2.647], [0.980, 0.766, 1.874], [-1.730, -2.882, 1.541], [-1.286, -1.976, 1.594], [-2.713, -2.657, 1.476], [-1.544, -3.419, 2.376], [-1.374, -3.324, 0.706], [-0.313, -0.298, 0.388], [-0.539, -0.556, 1.586], [0.777, 0.139, 0.168], [-1.225, -0.671, -0.364], [-5.426, 2.454, 1.238], [-4.089, 2.986, 1.448], [-3.418, 3.760, 0.427], [-4.184, 3.783, 2.871], [-3.351, 4.960, 3.130], [-2.320, 4.666, 4.177], [-3.060, 1.696, 2.057], [-3.986, 5.752, 3.527], [-2.886, 5.230, 2.182], [-2.854, 4.422, 5.095], [-1.721, 5.546, 4.412], [-1.671, 3.809, 3.996], [-2.146, 2.122, 2.471], [-2.775, 1.055, 1.224], [-3.644, 1.099, 2.758], [-0.007, 3.630, 1.277], [-0.172, 4.294, -0.009], [-1.082, 5.421, -0.131], [1.331, 4.831, -0.544], [2.430, 3.920, -0.584], [3.591, 4.643, 0.084], [-0.409, 3.048, -1.381], [2.652, 3.534, -1.579], [2.403, 2.957, -0.075], [4.394, 3.919, 0.218], [3.322, 5.010, 1.075], [3.953, 5.419, -0.591], [-1.440, 2.784, -1.146], [0.267, 2.194, -1.351], [-0.439, 3.573, -2.336], [-0.544, -4.243, -0.815], [0.380, -4.150, -1.953], [1.658, -4.907, -1.965], [-0.425, -4.472, -3.389], [0.293, -4.568, -4.567], [-0.728, -4.180, -5.642], [0.594, -2.367, -2.331], [0.670, -5.567, -4.788], [1.125, -3.873, -4.679], [-0.237, -3.970, -6.592], [-1.403, -3.379, -5.338], [-1.427, -4.999, -5.812], [1.221, -2.288, -3.219], [0.995, -1.807, -1.486], [-0.404, -1.950, -2.462], [5.065, 0.067, -5.273], [3.975, 0.519, -4.383], [2.666, -0.077, -4.386], [4.592, 0.457, -2.861], [3.774, 0.249, -1.746], [4.583, 0.703, -0.563], [3.845, 2.359, -4.572], [3.535, -0.813, -1.703], [2.873, 0.857, -1.826], [3.993, 0.539, 0.338], [4.786, 1.771, -0.649], [5.508, 0.139, -0.680], [3.353, 2.591, -5.516], [4.841, 2.773, -4.414], [3.260, 2.739, -3.734], [1.070, -3.217, 4.013], [2.151, -2.269, 3.674], [2.134, -0.897, 4.109], [3.555, -2.915, 4.247], [4.806, -2.187, 4.026], [5.770, -3.025, 3.193], [2.467, -2.461, 1.894], [5.148, -1.947, 5.033], [4.588, -1.301, 3.430], [5.441, -3.119, 2.158], [5.810, -3.994, 3.691], [6.815, -2.717, 3.196], [2.756, -3.493, 1.695], [3.238, -1.819, 1.467], [1.495, -2.330, 1.419], [-2.995, 1.516, 5.380], [-1.626, 0.932, 5.295], [-0.590, 1.574, 4.453], [-1.075, 0.745, 6.863], [0.272, 0.254, 6.980], [0.701, 0.430, 8.454], [-1.796, -0.821, 4.799], [1.013, 0.689, 6.309], [0.265, -0.821, 6.803], [1.556, -0.214, 8.662], [-0.076, 0.245, 9.196], [1.109, 1.439, 8.521], [-2.733, -0.900, 4.248], [-1.885, -1.458, 5.679], [-0.931, -1.134, 4.216], [-2.513, 2.134, -3.637], [-1.967, 0.808, -4.049], [-2.693, -0.449, -3.903], [-1.552, 0.936, -5.660], [-0.997, -0.168, -6.343], [-1.471, -0.121, -7.826], [-0.319, 0.475, -3.487], [-1.439, -1.104, -6.001], [0.076, -0.299, -6.198], [-1.284, 0.862, -8.257], [-2.527, -0.305, -8.026], [-0.933, -0.931, -8.320], [0.307, 1.340, -3.706], [0.073, -0.470, -3.865], [-0.438, 0.531, -2.405], [-6.474, -1.191, 0.188], [-5.035, -1.366, -0.036], [-4.043, -1.663, 1.030], [-4.926, -2.482, -1.216], [-3.624, -2.877, -1.583], [-3.689, -4.068, -2.556], [-4.509, 0.054, -1.102], [-3.106, -3.166, -0.669], [-3.115, -2.027, -2.037], [-4.534, -4.693, -2.268], [-2.769, -4.642, -2.665], [-3.974, -3.643, -3.518], [-4.450, 0.929, -0.454], [-5.146, 0.177, -1.978], [-3.464, 0.078, -1.408]], "forces_ev_per_a": [[1.41, 0.93, 0.22], [-0.39, 0.64, -0.18], [-0.41, -0.30, 0.34], [0.19, -0.17, 0.22], [-0.75, -1.52, -0.89], [-0.41, -1.69, 0.48], [1.34, 2.68, 0.22], [-0.72, -0.03, -0.38], [0.21, -0.25, 0.06], [0.00, -0.40, -0.40], [-3.69, -2.63, 1.07], [-0.85, -0.99, 6.40], [6.53, 3.47, -3.40], [-1.61, 0.02, -4.10], [1.62, 0.76, -0.09], [-1.11, -0.10, 1.46], [-0.45, -0.49, 0.75], [-0.10, 0.53, -0.90], [0.35, -0.44, -0.67], [-0.09, -0.49, 1.04], [0.31, -0.53, -0.86], [-0.28, -0.09, -0.47], [-0.15, 0.34, 0.01], [0.01, -0.07, 0.17], [0.07, 0.07, -0.28], [0.03, 0.20, -0.40], [-0.22, 0.00, 0.10], [0.07, -0.13, -0.12], [0.11, 0.32, 0.10], [-0.10, 0.66, -1.04], [0.78, 0.17, -1.95], [1.84, -1.78, 0.20], [-1.59, -0.59, 0.73], [0.98, -0.19, 0.94], [0.38, -0.44, -0.87], [-1.24, 1.20, 1.38], [-0.08, 0.84, -0.57], [-1.42, -0.01, 0.69], [0.23, 0.04, 0.00], [-0.14, 0.17, -0.24], [0.03, 0.30, 0.43], [-0.06, -0.60, -0.24], [0.04, 0.24, 0.53], [0.24, 0.20, 0.23], [1.17, -0.51, -2.06], [1.25, 0.53, -0.83], [-2.86, 1.60, 0.21], [-0.10, -0.29, 3.81], [0.00, 0.46, -2.50], [-0.39, -0.70, -0.25], [-0.01, -0.82, 0.58], [0.03, -0.11, 0.45], [0.18, 0.08, 0.63], [-0.04, 0.15, 0.04], [0.51, 0.41, 0.10], [0.13, -0.26, -0.07], [-0.01, -0.01, 0.12], [0.27, -0.23, 0.13], [-0.07, -0.37, -0.04], [-2.61, 0.79, 2.00], [2.59, 0.70, -0.55], [0.49, 0.10, -0.06], [0.70, 0.25, -2.83], [-1.22, 0.19, 0.52], [-0.14, -0.11, -0.50], [-0.09, -1.13, 0.81], [-0.30, 0.07, 0.21], [-0.37, -0.29, -0.02], [0.36, -0.29, 0.16], [0.15, -0.02, 0.00], [0.19, 0.13, 0.90], [0.32, -0.06, 0.04], [0.03, -0.21, -0.58], [-0.34, -0.23, -0.08], [2.19, 2.11, -0.38], [0.60, -2.26, -0.23], [-0.41, -0.34, -0.31], [-1.18, 0.07, -0.41], [-0.26, 0.25, -0.73], [-0.13, -0.80, 0.90], [-0.65, -0.29, 0.18], [0.23, 0.15, -0.29], [-0.08, 0.40, 0.53], [-0.07, -0.13, 0.13], [-0.12, -0.35, -0.41], [-0.19, 0.65, 0.09], [0.03, -0.08, 0.49], [-0.26, 0.33, 0.38], [0.06, 0.56, -0.07], [3.85, -1.25, 0.05], [-1.72, 0.15, 0.29], [-1.84, -0.79, 2.00], [-0.37, 1.05, -2.35], [0.27, -1.31, 1.56], [0.60, 0.68, -0.94], [0.07, 0.38, 0.16], [-0.44, 0.36, -0.11], [-0.17, -0.11, -0.42], [-0.11, -0.24, -0.06], [-0.05, 0.07, -0.30], [-0.34, 0.16, 0.53], [0.19, 0.21, -0.20], [0.04, 0.35, 0.18], [-0.08, 0.27, -0.15], [1.51, -3.64, -1.11], [-0.03, 0.36, -1.54], [0.23, 1.73, 0.09], [-0.90, 1.17, 1.43], [-1.72, -1.41, -1.12], [0.80, 0.31, 0.53], [-0.38, 1.50, 1.20], [-0.08, -0.02, 0.60], [0.17, 0.66, -0.25], [0.44, -0.16, -0.20], [-0.10, -0.11, 0.78], [0.19, 0.28, -0.39], [0.02, -0.18, -0.55], [-0.31, 0.41, 0.03], [0.19, -0.93, 0.36], [2.88, -0.77, 0.32], [-0.33, 1.14, -1.87], [-2.50, 0.61, -1.62], [-1.34, 0.22, 1.32], [1.56, -0.92, -0.11], [-1.03, 0.99, -0.02], [0.87, 0.44, 1.37], [0.18, 0.03, -0.18], [0.20, -0.07, 0.08], [0.22, -0.30, 0.15], [-0.10, 0.25, 0.27], [0.15, -0.19, -0.27], [-1.06, 0.09, 0.03], [-0.28, -0.23, 0.50], [0.13, -1.23, -0.02]], "mulliken_charge": [0.66, 0.38, 0.29, 0.50, -0.67, 0.30, -0.32, 0.53, 0.48, 0.13, 0.71, -0.81, -0.62, 0.60, -0.67, 1.10, -0.58, -0.36, -0.23, -0.62, 0.95, 0.30, 0.23, 0.27, 0.44, -0.16, -0.55, -0.76, 0.40, -0.77, 1.10, -0.61, -0.45, 1.04, -1.39, -0.45, -0.27, -0.20, 0.38, 0.34, 0.33, 0.32, -0.36, 0.59, -0.76, 1.12, -0.68, -0.23, -0.11, -1.05, -0.07, 0.27, 0.21, 0.38, 0.11, 0.37, 0.59, -0.34, -0.38, -0.65, 0.90, -0.37, -0.44, 1.08, -1.31, -0.57, 0.10, -0.26, 0.11, 0.19, 0.49, 0.39, 0.37, -0.08, -0.73, 1.29, -0.56, -0.41, -0.10, -1.13, -0.27, 0.41, 0.18, 0.22, 0.30, 0.40, 0.62, 0.06, -0.34, -0.61, 1.01, -0.79, -0.35, 0.19, -1.41, -0.73, 0.17, 0.22, 0.37, 0.35, 0.35, 0.37, 0.56, -0.07, -0.67, 1.26, -0.55, -0.41, 0.43, -1.45, 0.38, -0.05, 0.22, 0.36, 0.33, 0.39, 0.62, 0.18, -1.11, -0.69, 1.07, -0.83, -0.46, 1.58, -1.36, 0.17, -0.50, -0.20, 0.40, 0.21, 0.33, -0.08, 0.46, -0.53]}